A structure of composition H8O4. Source: the Open Molecules 2025 dataset; level of theory: ωB97M-V/def2-TZVPD.

Output
HOMO-LUMO gap (eV): 8.91
HOMO (Ha): -0.338
DFT total energy (eV): -8316.901

The geometry in XYZ format:
```
12
Properties=species:S:1:pos:R:3:forces:R:3
H 0.6724 -3.0850 1.0508 0.166 -0.520 0.053
H -0.0177 -0.6996 1.2505 0.078 0.076 0.127
O -0.5406 1.3581 0.6961 -0.338 1.463 0.215
H -1.2907 1.3458 1.2906 -0.313 -0.002 0.270
H -0.1226 -0.0487 -0.1122 -0.328 -0.176 0.149
H -0.1769 2.1383 -1.7539 -0.100 0.250 -0.378
O 0.6132 1.6168 -1.8951 -0.001 -0.007 -0.181
O 0.0993 -0.8751 0.3168 -1.520 7.476 0.974
O 0.5489 -2.8510 0.1309 1.525 -6.855 -0.139
H 0.3280 -1.9198 0.1476 0.462 -2.159 -1.190
H 0.7005 1.0928 -1.0988 0.548 -0.023 -0.013
H -0.8138 1.9274 -0.0233 -0.179 0.477 0.112
```
Positions in Å, forces in eV/Å.


The ion C4H5O4S with charge -1. Source: the Open Molecules 2025 dataset; level of theory: ωB97M-V/def2-TZVPD.

Output
HOMO-LUMO gap (eV): 7.67
Charge: -1
HOMO (Ha): -0.139
DFT total energy (eV): -23253.739

The geometry in XYZ format:
```
14
Properties=species:S:1:pos:R:3:forces:R:3
O 1.5927 1.6484 -0.0272 1.868 1.539 0.984
O -0.0408 2.6588 -1.3776 -0.067 0.928 -0.256
H 0.1594 0.3315 1.8557 0.035 1.393 0.873
O 0.4750 -1.2534 -2.2033 0.125 -0.206 -0.090
C 0.5127 1.8159 -0.7520 -0.955 -0.379 -0.850
O 1.6449 -2.1494 -0.2487 -0.067 -0.020 0.765
H -1.4936 -0.5207 -0.4318 -0.828 -0.247 -0.082
C -0.0313 -0.0971 0.9034 -0.600 0.463 0.733
C 0.6608 0.5305 -0.2369 0.095 -3.017 -0.008
H -1.9285 -1.2015 1.1720 0.120 0.180 0.004
H -2.0892 0.6264 0.8662 0.646 -1.667 -0.420
C -1.5010 -0.3469 0.6435 -0.530 1.880 -0.342
S 1.5647 -1.0473 -1.2145 -0.453 1.316 -1.325
H 0.4742 -0.9951 1.0511 0.609 -2.165 0.011
```
Positions in Å, forces in eV/Å.


A structure of composition C46H56AsF6NOPPd. Source: the Open Molecules 2025 dataset; level of theory: ωB97M-V/def2-TZVPD.

Output
HOMO-LUMO gap (spin up / spin down) (eV): 5.99 / 6.03
Charge: -1
HOMO (spin up / spin down) (Ha): -0.141 / -0.136
DFT total energy (eV): -142062.817

The geometry in XYZ format:
```
113
Properties=species:S:1:pos:R:3:forces:R:3
C -2.8469 3.3577 -2.9481 -0.036 0.008 0.049
C -4.1957 1.6207 -0.1862 0.053 0.042 -0.129
H -6.6635 -2.2849 -0.5939 -0.099 0.007 -0.050
C -0.0782 0.5582 3.6657 0.009 -0.239 0.157
H -3.3044 4.2248 -3.4357 0.007 0.036 -0.049
C -3.7879 2.1594 -3.0244 -0.136 -0.042 -0.385
C 3.2440 3.3437 2.4350 -0.037 -0.003 -0.074
H -0.6461 -0.1043 -2.3250 0.020 0.043 0.337
C -2.5201 -1.4824 1.6088 -0.074 0.126 0.224
C 7.1729 -0.5224 0.9155 0.035 -0.063 0.032
H 3.1307 -0.0033 2.8031 0.010 -0.075 0.176
F -1.0213 4.1290 3.1790 -0.149 0.117 -0.361
H -0.4839 -3.8879 2.6141 -0.046 0.016 0.027
H -5.5768 3.3569 -2.8266 -0.042 0.032 -0.041
H 1.0554 -3.6623 -1.6878 -0.026 0.036 0.018
H 4.7946 0.4505 -1.9141 -0.035 0.029 -0.005
C 6.6270 0.6889 0.5212 0.060 0.133 -0.092
C 0.2494 -0.2659 -1.7307 -0.907 -0.845 1.230
H -3.9870 1.9170 -4.0782 0.023 0.028 0.083
H -2.2043 -3.7375 0.1378 -0.075 0.039 0.105
F 0.5049 -0.2913 2.7867 0.120 -0.203 0.809
H -2.7814 -4.0037 3.6728 0.020 -0.092 0.055
C -5.1027 2.5039 -2.3317 0.013 0.021 0.023
H -3.6578 4.2337 0.2774 -0.008 0.076 0.086
C 2.5130 1.3357 -4.2332 0.240 -0.016 -0.069
H -5.7906 1.6559 -2.3945 -0.058 -0.025 -0.019
C 3.1321 2.0096 2.0646 -0.103 0.083 -0.095
C -0.4597 3.0417 3.7270 -0.076 -0.021 0.249
N -2.2224 0.1382 -0.1195 1.102 0.392 0.138
C -1.9225 2.4472 -0.8097 -0.217 0.036 0.140
C -1.3180 -3.6377 -0.4807 -0.005 0.015 -0.010
F 0.8228 3.3506 3.9219 0.318 0.030 -0.167
H 4.3890 -3.1091 2.1971 -0.036 -0.030 0.056
C 3.7479 1.0953 -3.6465 0.023 0.011 0.176
H 8.2384 -0.6123 1.0857 0.003 -0.033 0.024
C -4.3912 -2.9820 1.6472 -0.019 -0.123 -0.133
H -1.8647 4.5134 -1.4113 -0.044 -0.084 0.005
H -1.6855 2.6832 0.2291 0.089 -0.135 -0.033
H 2.4553 1.7704 -5.2225 -0.009 0.023 -0.037
F -1.0031 2.9419 4.9698 -0.130 -0.162 0.201
C -4.0744 -1.4858 -0.2052 0.136 0.122 -0.100
H 7.2532 1.5629 0.3949 0.024 -0.003 -0.028
As 0.0922 -2.6323 0.4610 -0.022 -1.542 0.243
C -3.8626 4.0146 -0.7722 0.002 0.003 -0.034
H 4.6581 1.3255 -4.1786 0.119 0.036 -0.062
F 0.8804 0.9022 4.5386 0.318 0.104 0.087
H 0.4095 -1.3404 -1.6267 0.043 0.160 -0.499
H -2.7086 2.5421 2.5864 -0.076 0.090 -0.083
C 2.6668 0.3090 -1.6372 -0.727 -0.229 0.143
H -4.4178 -1.1545 -1.1717 -0.015 0.066 -0.093
C 4.9599 -1.5071 0.9094 -0.147 0.071 -0.112
C 1.5115 -3.3388 -0.7520 0.046 0.145 -0.013
H -1.9162 3.1317 -3.4708 0.123 -0.001 -0.081
C -2.5568 3.6638 -1.4814 0.162 0.142 -0.081
C 2.7902 4.3617 1.6170 0.079 0.068 0.013
H -4.8925 0.7835 -0.2226 -0.034 -0.001 0.042
C -5.9747 -3.0818 -0.3144 0.053 0.021 0.033
H 6.7507 -2.5512 1.4256 0.013 -0.072 0.068
Pd -0.0159 0.0749 0.3773 -0.738 0.392 -2.799
H -6.5088 -3.7976 0.3069 -0.038 -0.052 0.060
C 2.1010 2.7309 0.0082 0.077 -0.069 -0.038
H 4.8569 1.7361 -0.0134 0.028 0.057 0.020
H 2.8851 5.3932 1.9318 -0.025 0.014 0.019
H -3.8103 0.0875 -2.4699 0.007 -0.067 -0.025
C -3.1479 0.9442 -2.3530 -0.046 0.059 0.055
P 2.5729 -0.0276 0.1846 0.784 0.987 -0.698
C 3.8184 0.6000 -2.3494 0.193 0.087 -0.456
H -3.6147 -2.6088 4.3534 -0.031 -0.015 0.091
C -4.8202 2.8308 -0.8689 -0.255 0.089 0.125
H 3.3612 1.2373 4.0411 -0.071 -0.019 0.031
H -4.3122 4.9038 -1.2236 -0.025 0.085 -0.010
C 6.3366 -1.6042 1.1042 0.155 0.009 -0.001
O -0.1632 1.8515 1.6821 0.102 0.226 0.023
C 4.1179 -2.7049 1.2218 -0.118 0.006 0.036
C -2.9258 -0.8967 0.3771 -0.176 -0.459 0.132
H 0.4023 -4.9938 1.5461 0.000 0.026 -0.088
F -0.9317 -0.2017 4.3822 -0.296 -0.031 0.039
C -3.2503 -2.4579 2.2537 0.011 0.024 -0.085
C 2.5939 1.7060 0.8089 0.038 0.233 -0.072
C -2.8589 -2.9171 3.6305 0.006 0.029 -0.069
H -5.7628 3.0764 -0.3607 0.072 0.002 -0.039
H 2.0138 -4.1922 -0.2984 -0.021 -0.005 0.038
H 1.8107 4.8341 -0.2306 -0.047 0.022 -0.020
H -1.6540 -1.0662 2.1085 -0.155 -0.076 -0.006
H 1.6321 2.4909 -0.9371 0.033 0.071 -0.010
H 4.6874 0.8207 2.9560 0.040 -0.078 -0.008
C 1.3643 0.9635 -3.5741 -0.224 -0.200 0.358
C 1.4152 0.3667 -2.3015 1.090 0.407 -0.196
C -4.7795 -2.5079 0.4002 -0.121 -0.076 0.227
H -1.9114 -2.4792 3.9327 0.079 -0.005 0.060
H 3.6721 3.5835 3.3985 0.027 0.003 0.123
C -2.2708 1.5992 2.8985 0.307 -0.100 -0.157
C -0.7284 1.7583 2.8696 -0.313 0.244 1.132
H 4.2786 -3.4902 0.4826 -0.113 -0.046 -0.027
C 2.1959 4.0499 0.4074 -0.031 0.109 -0.073
H -1.5977 -3.0920 -1.3801 0.005 0.083 -0.071
C 3.6057 0.9530 3.0194 0.030 -0.004 0.055
H -2.6365 1.3411 3.8866 -0.119 0.012 0.095
H -4.0157 1.8513 0.8621 0.067 -0.053 0.093
H -2.2197 0.7112 -2.8740 0.050 -0.058 0.020
H 0.4048 1.0828 -4.0582 -0.135 -0.025 -0.001
H -0.9739 2.1920 -1.2985 -0.030 -0.040 0.031
H -4.9617 -3.7554 2.1453 -0.079 -0.079 0.026
H 3.0613 -2.4353 1.2333 0.051 -0.172 0.038
H -2.5453 0.8306 2.1834 -0.044 0.093 0.062
H 1.2696 -3.7418 2.4686 0.008 0.017 -0.015
H 2.2549 -2.5741 -0.9836 0.029 -0.029 -0.013
C 5.2702 0.7855 0.2919 -0.002 0.095 -0.026
C 4.4118 -0.3028 0.4652 -0.090 -0.288 0.317
H -5.6691 -3.5904 -1.2299 -0.009 -0.031 -0.055
H -0.9560 -4.6280 -0.7625 0.081 0.010 0.036
C 0.3528 -3.9715 1.9240 -0.012 0.225 -0.174
C -2.8606 1.2234 -0.8551 0.120 -0.009 -0.203
```
Positions in Å, forces in eV/Å.


Which of these has the lowest DFT total energy? C46H56AsF6NOPPd


Look up the DFT total energy of the third one. -142062.817 eV


The highest DFT total energy belongs to which entry? H8O4